Entry from the OMol25 dataset: a structure of composition C5H6Cl2O4RuSV at a distorted geometry (ωB97M-V with the def2-TZVPD basis set).

Output
Energy relative to the best compared isomer or geometry (same formula, charge and spin) (eV): 1.808
Calculated total energy (eV): -77564.57951
E_HOMO (alpha / beta) (eV): -24.7 / -25.7
LUMO energy (alpha / beta) (eV): -18.1 / -21.0
HOMO-LUMO gap (alpha / beta) (eV): 6.56 / 4.67

Geometry as ORCA input:
```
! RIJCOSX wB97M-V def2-TZVPD def2/J DEFGRID3
* xyz 4 8
Ru 2.343 2.330 -2.340
V 0.669 1.187 -0.341
Cl 2.551 0.458 -0.938
Cl -0.842 2.449 -1.244
C 0.414 1.269 1.570
C 3.650 2.000 -3.552
C 2.363 3.951 -3.175
O -0.220 1.225 2.544
O 4.492 1.850 -4.363
O 2.444 4.977 -3.709
C -2.509 -1.050 1.672
S -0.908 -1.823 2.094
C -1.404 -3.460 1.573
O -0.006 -1.350 0.957
H -3.302 -1.474 2.297
H -2.748 -1.284 0.613
H -2.474 0.030 1.837
H -1.855 -3.399 0.571
H -0.521 -4.096 1.609
H -2.135 -3.790 2.325
*
```